P:
{
  "formula": "C4H10N3O",
  "method": "ωB97M-V with the def2-TZVPD basis set",
  "elements": ["C", "C", "N", "C", "C", "N", "N", "O", "H", "H", "H", "H", "H", "H", "H", "H", "H", "H"],
  "coordinates": [[0.587, 2.203, -0.383], [1.077, 1.124, 0.458], [0.570, -0.058, 0.546], [-0.583, -0.618, -0.194], [-0.431, -2.131, -0.226], [-1.815, -0.200, 0.412], [-2.698, 0.479, -0.320], [-3.756, 0.704, 0.204], [0.199, 2.987, 0.279], [-0.200, 1.918, -1.076], [1.419, 2.667, -0.916], [1.933, 1.343, 1.092], [0.986, -0.727, 1.194], [-0.596, -0.202, -1.207], [0.548, -2.409, -0.609], [-1.182, -2.560, -0.886], [-0.563, -2.564, 0.764], [-2.078, -0.562, 1.335]],
  "orbital_gap_ev": 8.382,
  "charge": 1,
  "smiles": "C/C=[NH+]\\[C@@H](C)NN=O",
  "lumo_ha": -0.1809
}



Q:
{
  "formula": "C4H10N3O",
  "method": "ωB97M-V with the def2-TZVPD basis set",
  "elements": ["C", "C", "C", "C", "N", "N", "N", "O", "H", "H", "H", "H", "H", "H", "H", "H", "H", "H"],
  "coordinates": [[0.319, 0.175, 1.766], [0.803, -0.498, -2.008], [-0.541, -0.963, -1.558], [-0.937, -0.055, -0.404], [0.863, 0.008, 2.849], [-0.272, 1.951, 1.360], [-0.192, -0.500, 0.777], [1.631, 0.249, 3.696], [0.867, 0.646, -1.972], [1.668, -0.707, -1.511], [0.987, -0.916, -3.108], [-0.665, -2.027, -1.273], [-1.153, -0.922, -2.403], [-0.586, 1.048, -0.501], [-1.964, -0.128, -0.167], [0.581, 2.336, 1.659], [-1.071, 1.834, 1.963], [-0.339, -1.528, 0.834]],
  "orbital_gap_ev": [6.509, 6.510],
  "charge": 1,
  "lumo_ha": [-0.2872, -0.2872]
}



Which of them is the most stable, and which is the least stable? P and Q, in that order.



P:
{
  "formula": "C4H10N3O",
  "method": "ωB97M-V with the def2-TZVPD basis set",
  "elements": ["C", "C", "N", "O", "C", "N", "C", "N", "H", "H", "H", "H", "H", "H", "H", "H", "H", "H"],
  "coordinates": [[-0.937, 0.008, -2.675], [-0.538, 0.028, -1.165], [-0.136, 1.220, -0.692], [0.546, 1.425, 0.553], [0.990, 0.206, 1.350], [1.278, 0.460, 2.653], [-0.269, -0.983, 1.104], [-0.598, -1.006, -0.351], [-0.240, 0.582, -3.280], [-1.896, 0.308, -2.856], [-1.004, -1.082, -2.987], [-0.084, 2.105, -1.193], [1.851, -0.173, 0.920], [2.198, 0.613, 3.003], [0.615, 0.886, 3.268], [0.197, -1.883, 1.456], [-1.064, -0.710, 1.648], [-0.910, -2.005, -0.756]],
  "orbital_gap_ev": 10.909,
  "charge": 1,
  "smiles": "CC1=[NH+]O[C@@H](N)CN1",
  "lumo_ha": -0.1080
}



Q:
{
  "formula": "C4H10N3O",
  "method": "ωB97M-V with the def2-TZVPD basis set",
  "elements": ["C", "C", "C", "C", "N", "N", "N", "O", "H", "H", "H", "H", "H", "H", "H", "H", "H", "H"],
  "coordinates": [[-2.051, -1.190, 0.494], [2.011, 0.284, 0.828], [0.498, 1.869, -0.236], [0.663, -0.427, -1.016], [-0.820, -1.317, 0.704], [1.089, 0.545, -0.197], [1.298, -1.556, -1.172], [2.579, -0.758, 0.969], [-2.849, -1.656, 1.069], [-2.369, -0.561, -0.329], [2.139, 1.146, 1.494], [-0.158, 1.969, -1.100], [-0.076, 2.065, 0.672], [1.289, 2.615, -0.318], [-0.152, -0.182, -1.689], [-0.552, -1.916, 1.482], [0.950, -2.267, -1.798], [2.043, -1.791, -0.511]],
  "orbital_gap_ev": 10.258,
  "charge": 1,
  "lumo_ha": -0.1471
}



Which of them is the most stable, and which is the least stable? Q and P, in that order.



P:
{
  "formula": "C2H5N2O2",
  "method": "ωB97M-V with the def2-TZVPD basis set",
  "elements": ["O", "C", "N", "O", "C", "N", "H", "H", "H", "H", "H"],
  "coordinates": [[-1.392, 0.430, -0.499], [-0.520, -0.536, -0.204], [0.688, -0.293, -1.067], [1.544, 0.454, -0.209], [1.070, 0.407, 0.984], [-0.063, -0.199, 1.142], [-1.780, 0.567, -1.358], [-0.748, -1.518, -0.379], [0.349, 0.108, -1.931], [1.664, 0.826, 1.716], [-0.812, -0.247, 1.806]],
  "orbital_gap_ev": 10.685,
  "charge": 1,
  "smiles": "O[C@H]1NOC=[NH+]1",
  "lumo_ha": -0.1674
}



Q:
{
  "formula": "C2H5N2O2",
  "method": "ωB97M-V with the def2-TZVPD basis set",
  "elements": ["C", "C", "N", "N", "O", "O", "H", "H", "H", "H", "H"],
  "coordinates": [[-0.268, -1.273, -0.827], [-0.674, 0.393, 0.757], [0.445, -1.203, -1.924], [-0.173, 1.504, 1.533], [-1.130, -1.922, -0.346], [0.292, -0.054, 0.030], [0.499, -2.053, -2.564], [1.204, -0.605, -1.808], [0.912, 1.484, 1.707], [-0.735, 1.325, 2.404], [-0.372, 2.403, 1.037]],
  "orbital_gap_ev": 10.189,
  "charge": 1,
  "lumo_ha": -0.1702
}



Which of them is the most stable, and which is the least stable? Q and P, in that order.



P:
{
  "formula": "H34O17",
  "method": "ωB97M-V with the def2-TZVPD basis set",
  "elements": ["O", "H", "H", "O", "H", "H", "O", "H", "H", "O", "H", "H", "O", "H", "H", "O", "H", "H", "O", "H", "H", "O", "H", "H", "O", "H", "H", "O", "H", "H", "O", "H", "H", "O", "H", "H", "O", "H", "H", "O", "H", "H", "O", "H", "H", "O", "H", "H", "O", "H", "H"],
  "coordinates": [[2.134, 0.228, -1.493], [1.832, 1.104, -1.908], [3.133, 0.335, -1.558], [1.070, 3.193, -0.181], [1.079, 2.364, -0.544], [0.249, 3.269, 0.313], [-0.640, 0.474, -1.730], [-0.738, 0.450, -0.720], [-1.394, 0.095, -2.040], [-1.399, 1.688, 0.495], [-2.165, 2.078, 0.016], [-0.615, 2.056, 0.178], [3.978, 2.367, 0.655], [4.134, 3.037, 1.234], [3.018, 2.241, 0.560], [-1.216, -4.149, -2.871], [-1.851, -3.539, -2.623], [-1.168, -4.731, -2.290], [-3.336, -2.080, 2.605], [-2.551, -1.532, 2.889], [-4.150, -1.671, 2.854], [-1.091, 2.569, -3.729], [-1.925, 2.232, -4.025], [-0.546, 2.659, -4.576], [0.996, 1.252, 1.172], [1.546, 0.490, 0.851], [0.554, 0.904, 1.960], [-1.327, 3.438, -0.923], [-1.019, 3.336, -1.738], [-1.481, 4.361, -0.819], [4.355, -2.137, 1.232], [4.496, -2.141, 2.319], [4.896, -2.879, 0.785], [-1.742, -4.686, 0.520], [-1.999, -4.887, 1.427], [-1.032, -4.050, 0.540], [4.148, 1.848, -1.861], [3.887, 2.277, -1.046], [5.024, 1.475, -1.683], [-3.204, 1.393, 3.429], [-2.281, 1.708, 3.758], [-3.849, 1.012, 3.914], [1.578, -1.332, 0.458], [1.067, -0.969, -0.301], [2.526, -1.260, 0.336], [-0.242, -2.099, 2.700], [-0.256, -1.330, 2.165], [0.533, -2.646, 2.796], [-4.092, -2.202, -0.782], [-3.741, -1.738, -0.059], [-4.992, -2.224, -0.542]],
  "orbital_gap_ev": 10.489,
  "charge": 0,
  "lumo_ha": 0.0042
}



Q:
{
  "formula": "H34O17",
  "method": "ωB97M-V with the def2-TZVPD basis set",
  "elements": ["O", "H", "H", "O", "H", "H", "O", "H", "H", "O", "H", "H", "O", "H", "H", "O", "H", "H", "O", "H", "H", "O", "H", "H", "O", "H", "H", "O", "H", "H", "O", "H", "H", "O", "H", "H", "O", "H", "H", "O", "H", "H", "O", "H", "H", "O", "H", "H", "O", "H", "H"],
  "coordinates": [[-0.035, -0.422, -1.751], [-0.922, -0.735, -1.451], [0.376, -1.081, -1.137], [4.036, 1.994, -0.370], [3.202, 2.013, 0.082], [4.540, 2.802, -0.413], [0.768, 2.380, -3.848], [0.941, 2.994, -4.560], [1.252, 1.577, -4.111], [-1.999, -4.418, 0.080], [-1.187, -4.685, 0.560], [-1.736, -4.557, -0.834], [1.897, -4.324, -1.497], [1.477, -3.523, -1.820], [2.759, -4.110, -1.153], [2.994, 0.056, -2.356], [3.119, 0.700, -1.617], [3.805, -0.465, -2.483], [-1.994, 1.092, 3.509], [-1.128, 1.498, 3.436], [-2.265, 0.993, 2.593], [4.397, -1.241, -0.363], [4.866, -1.431, 0.459], [3.573, -0.835, -0.041], [-4.717, 2.025, 0.378], [-5.415, 2.515, 0.845], [-5.125, 1.154, 0.291], [-2.887, -0.905, -2.014], [-2.860, -1.118, -2.974], [-3.476, -0.128, -2.048], [-2.975, -1.042, 0.700], [-3.243, -0.374, 1.376], [-2.740, -0.406, 0.013], [2.524, 3.984, 0.597], [1.642, 4.232, 0.309], [2.410, 3.831, 1.547], [-1.644, 4.468, 0.817], [-2.375, 4.035, 0.397], [-0.971, 4.524, 0.114], [-0.984, -2.116, 1.706], [-1.297, -1.614, 2.503], [-1.730, -2.531, 1.239], [2.179, -2.133, 0.667], [1.944, -2.411, -0.246], [1.285, -2.300, 1.033], [0.977, 1.920, -0.255], [0.865, 1.281, -1.016], [1.765, 2.461, -0.450], [-1.997, -2.293, 4.444], [-2.543, -1.566, 4.132], [-1.348, -1.767, 4.977]],
  "orbital_gap_ev": 10.053,
  "charge": 0,
  "lumo_ha": -0.0061
}



Which of them is the most stable, and which is the least stable? Q and P, in that order.



P:
{
  "formula": "C9H11NO",
  "method": "ωB97M-V with the def2-TZVPD basis set",
  "elements": ["C", "C", "C", "C", "C", "C", "C", "C", "H", "H", "H", "H", "H", "H", "H", "H", "H", "H", "N", "C", "O", "H"],
  "coordinates": [[0.145, -1.473, -0.389], [-0.685, -0.947, 0.538], [0.017, 0.206, 0.933], [1.161, 0.185, 1.680], [2.325, 0.728, 0.849], [1.701, 0.570, -0.562], [1.428, -0.932, -0.950], [0.293, 1.138, -0.281], [-0.044, -2.392, -0.965], [-1.472, -1.485, 1.048], [1.277, -0.248, 2.591], [3.243, 0.116, 0.953], [2.472, 1.795, 1.071], [2.379, 1.024, -1.296], [1.292, -0.854, -2.066], [2.340, -1.612, -0.725], [0.321, 2.122, 0.015], [-0.413, 0.953, -1.089], [-4.298, -0.264, -0.771], [-4.550, 0.581, 0.058], [-4.595, 1.136, 1.060], [-4.336, -0.347, -1.702]],
  "orbital_gap_ev": 8.540,
  "charge": 0,
  "smiles": "C1=CC2=CC[C@@H](C1)C2.N=C=O",
  "lumo_ha": 0.0232
}



Q:
{
  "formula": "C9H11NO",
  "method": "ωB97M-V with the def2-TZVPD basis set",
  "elements": ["N", "C", "C", "C", "O", "C", "C", "C", "C", "C", "C", "H", "H", "H", "H", "H", "H", "H", "H", "H", "H", "H"],
  "coordinates": [[-2.707, 0.385, -0.854], [-2.133, -1.013, -0.969], [-1.457, -1.566, -2.297], [-0.691, -0.881, -1.158], [0.150, 0.386, -1.179], [0.942, 0.479, -0.020], [2.071, 1.221, 0.041], [2.461, 1.671, 1.350], [1.943, 1.123, 2.427], [1.265, -0.175, 2.409], [0.580, -0.336, 1.092], [-1.740, 1.041, -0.665], [-3.359, 0.703, -1.546], [-2.502, -1.762, -0.287], [-1.387, -2.827, -2.173], [-1.765, -1.047, -3.431], [0.020, -1.633, -0.717], [2.035, 1.728, -0.932], [3.100, 2.687, 1.329], [2.417, 1.569, 3.360], [0.856, -0.703, 3.299], [-0.100, -1.053, 0.921]],
  "orbital_gap_ev": 9.633,
  "charge": 0,
  "smiles": "N[C@H]1C[C@H]1Oc1ccccc1",
  "lumo_ha": 0.0245
}



Which of them is the most stable, and which is the least stable? P and Q, in that order.



P:
{
  "formula": "C3H8O2S",
  "method": "ωB97M-V with the def2-TZVPD basis set",
  "elements": ["O", "C", "C", "C", "S", "H", "H", "H", "H", "H", "H", "O", "H", "H"],
  "coordinates": [[-1.818, -0.948, -2.745], [-2.437, -1.359, -1.814], [-2.283, -1.010, -0.347], [-0.873, -0.469, -0.014], [-0.941, 0.740, 1.333], [-3.328, -2.035, -1.888], [-2.714, -1.770, 0.291], [-2.882, -0.096, -0.257], [-0.210, -1.287, 0.271], [-0.407, 0.009, -0.870], [-0.737, 0.082, 2.482], [6.203, 2.435, 0.904], [6.857, 3.163, 1.024], [5.570, 2.546, 1.629]],
  "orbital_gap_ev": 9.891,
  "charge": 0,
  "smiles": "O=CCCS.O",
  "lumo_ha": 0.0277
}



Q:
{
  "formula": "C3H8O2S",
  "method": "ωB97M-V with the def2-TZVPD basis set",
  "elements": ["O", "C", "C", "C", "S", "H", "H", "H", "H", "H", "H", "H", "H", "O"],
  "coordinates": [[2.997, -0.887, 0.247], [2.303, 0.083, 0.500], [0.792, 0.228, 0.406], [0.003, 1.198, -0.576], [-1.705, 0.694, -1.011], [2.918, 1.058, 0.897], [0.259, 0.372, 1.350], [0.438, -0.694, -0.033], [0.136, 2.257, -0.106], [0.628, 1.157, -1.523], [-1.690, 0.807, 0.965], [-2.553, -2.253, 1.238], [-1.802, -1.264, 0.327], [-1.701, -1.811, 1.138]],
  "orbital_gap_ev": 8.300,
  "charge": 0,
  "lumo_ha": -0.0550
}



Which of them is the most stable, and which is the least stable? P and Q, in that order.